<one>
{"formula": "C3H8OS", "method": "wB97M-V/def2-TZVPD", "total_charge": 0, "homo_lumo_gap_ev": 9.943, "homo_ev": -9.10, "elements": ["S", "O", "C", "C", "C", "H", "H", "H", "H", "H", "H", "H", "H"], "positions_angstrom": [[-1.974, 0.266, -2.069], [1.205, 0.203, 2.112], [-0.469, -0.037, 0.203], [-0.336, 0.201, -1.305], [0.923, -0.401, 0.851], [0.279, -0.620, -1.674], [0.168, 1.126, -1.554], [-0.728, 0.937, 0.627], [1.658, -0.221, 0.062], [-2.529, 1.045, -1.137], [0.867, -1.488, 1.003], [-1.131, -0.808, 0.580], [2.066, -0.203, 2.302]]}

***

<two>
{"formula": "C3H8OS", "method": "wB97M-V/def2-TZVPD", "total_charge": 0, "homo_lumo_gap_ev": 9.811, "homo_ev": -9.02, "elements": ["S", "O", "C", "C", "C", "H", "H", "H", "H", "H", "H", "H", "H"], "positions_angstrom": [[-1.438, -0.451, -0.236], [2.282, -0.831, -0.750], [2.252, 0.287, -0.308], [1.843, 0.666, 1.110], [-3.004, 0.466, 0.152], [1.145, 0.026, 1.651], [1.455, 1.661, 0.925], [2.477, 1.167, -0.920], [2.808, 0.411, 1.625], [-0.148, -0.334, 0.154], [-3.834, -0.207, 0.307], [-2.953, 1.074, 1.062], [-3.200, 1.178, -0.621]]}

***

Least stable = <two>

***

<one>
{"formula": "C3H8OS", "method": "wB97M-V/def2-TZVPD", "total_charge": 0, "homo_lumo_gap_ev": 9.646, "homo_ev": -8.84, "elements": ["S", "O", "C", "C", "C", "H", "H", "H", "H", "H", "H", "H", "H"], "positions_angstrom": [[0.072, -2.371, 0.858], [0.849, 5.375, 0.149], [-0.107, 5.218, 0.852], [-0.861, -2.941, -1.687], [0.217, -2.088, -0.911], [-1.051, -3.911, -1.235], [0.476, -1.045, -1.154], [-0.083, 4.148, 1.284], [1.083, -2.654, -1.187], [-0.566, -2.636, -2.708], [-0.910, 5.877, 1.184], [-0.584, -3.585, 0.875], [-1.810, -2.389, -1.509]]}

***

<two>
{"formula": "C3H8OS", "method": "wB97M-V/def2-TZVPD", "total_charge": 0, "homo_lumo_gap_ev": 9.984, "homo_ev": -9.08, "elements": ["S", "O", "C", "C", "C", "H", "H", "H", "H", "H", "H", "H", "H"], "positions_angstrom": [[-2.199, -0.836, -0.256], [2.206, -0.692, -0.483], [1.069, -0.509, 0.359], [-1.285, 0.673, -0.041], [0.258, 0.455, -0.340], [-1.068, 1.103, 0.950], [0.673, 1.444, -0.242], [1.387, -0.169, 1.339], [-3.297, -0.626, 0.490], [-1.667, 1.429, -0.768], [3.010, -0.964, -0.062], [0.592, -1.503, 0.444], [0.320, 0.194, -1.389]]}

***

<three>
{"formula": "C3H8OS", "method": "wB97M-V/def2-TZVPD", "total_charge": 0, "homo_lumo_gap_ev": [7.475, 6.872], "homo_ev": [-7.81, -7.66], "elements": ["S", "O", "C", "C", "C", "H", "H", "H", "H", "H", "H", "H", "H"], "positions_angstrom": [[-0.351, -0.007, -0.065], [-0.448, -0.346, 1.549], [2.200, 0.130, -0.042], [-1.383, 1.402, -0.088], [-1.375, -1.232, -0.570], [2.659, -0.060, 0.956], [-1.540, -1.131, -1.603], [0.345, -0.738, 1.918], [-1.803, -1.958, 0.021], [2.737, 1.001, -0.591], [-0.937, 2.358, -0.253], [2.284, -0.716, -0.766], [-2.388, 1.296, -0.467]]}

***

Least stable = <three>

***

<one>
{"formula": "C3H8OS", "method": "wB97M-V/def2-TZVPD", "total_charge": 0, "homo_lumo_gap_ev": 9.986, "homo_ev": -9.07, "elements": ["S", "O", "C", "C", "C", "H", "H", "H", "H", "H", "H", "H", "H"], "positions_angstrom": [[1.615, 0.412, -2.177], [0.198, -0.382, 2.100], [0.317, 0.855, -0.976], [-0.739, 0.058, 1.126], [-0.402, -0.398, -0.282], [0.332, -1.202, -0.313], [0.359, -1.314, 2.071], [-0.542, 1.415, -1.314], [-1.703, -0.432, 1.423], [0.819, 1.483, -0.250], [-1.281, -0.663, -0.838], [1.767, -0.944, -1.922], [-0.741, 1.112, 1.353]]}

***

<two>
{"formula": "C3H8OS", "method": "wB97M-V/def2-TZVPD", "total_charge": 0, "homo_lumo_gap_ev": 9.368, "homo_ev": -8.44, "elements": ["S", "O", "C", "C", "C", "H", "H", "H", "H", "H", "H", "H", "H"], "positions_angstrom": [[1.174, -0.246, 0.446], [-2.211, 1.747, 0.877], [1.611, -1.599, -0.615], [0.290, 0.873, -0.766], [-2.221, 0.829, 1.640], [2.575, -1.306, -1.115], [-0.700, 0.441, -1.068], [0.089, 1.893, -0.339], [1.925, -2.459, 0.064], [0.901, -1.740, -1.464], [0.886, 0.876, -1.658], [-1.758, 0.942, 2.691], [-2.561, -0.251, 1.306]]}

***

Least stable = <two>

***

<one>
{"formula": "C3H5O2S", "method": "wB97M-V/def2-TZVPD", "total_charge": -1, "homo_lumo_gap_ev": 7.287, "homo_ev": -4.12, "elements": ["S", "O", "O", "C", "C", "C", "H", "H", "H", "H", "H"], "positions_angstrom": [[0.048, 2.339, -0.760], [0.663, -2.294, 1.394], [-1.132, -1.972, 0.067], [-0.073, -1.624, 0.635], [0.441, -0.216, 0.294], [-0.616, 0.737, -0.232], [0.968, 0.242, 1.134], [0.979, 1.848, -1.588], [-1.179, 0.282, -1.040], [1.209, -0.338, -0.479], [-1.308, 0.996, 0.575]]}

***

<two>
{"formula": "C3H5O2S", "method": "wB97M-V/def2-TZVPD", "total_charge": -1, "homo_lumo_gap_ev": 7.154, "homo_ev": -3.70, "elements": ["S", "O", "O", "C", "C", "C", "H", "H", "H", "H", "H"], "positions_angstrom": [[-1.437, -1.058, -1.291], [1.504, -0.810, 1.077], [2.370, 0.458, -0.632], [0.093, 0.912, -0.027], [-1.033, -0.032, 0.211], [1.525, 0.042, 0.190], [-1.987, 0.403, 0.562], [-0.710, -0.762, 0.950], [-0.814, -2.219, -1.065], [0.212, 1.509, 0.900], [0.278, 1.558, -0.874]]}

***

Least stable = <two>

***

<one>
{"formula": "C3H11NO3", "method": "wB97M-V/def2-TZVPD", "total_charge": -1, "s_squared": 0.75, "homo_lumo_gap_ev": [2.452, 8.905], "multiplicity": 2, "homo_ev": [1.03, -5.57], "elements": ["O", "O", "O", "N", "C", "C", "C", "H", "H", "H", "H", "H", "H", "H", "H", "H", "H", "H"], "positions_angstrom": [[-1.022, 1.476, 3.175], [1.971, 2.759, -1.293], [-2.874, -2.386, 0.972], [0.472, -0.390, -1.706], [0.315, 0.972, -1.198], [1.607, 1.692, -0.865], [1.437, -1.230, -0.992], [-0.311, 1.510, 3.813], [2.439, -0.856, -1.253], [-0.224, 0.882, -0.242], [1.405, -2.227, -1.429], [-3.246, -1.561, 1.342], [-3.568, -2.898, 0.578], [0.203, -0.701, -2.607], [-0.285, 1.497, -1.938], [1.378, -1.293, 0.089], [-1.862, 1.631, 3.655], [2.165, 1.125, -0.100]]}

***

<two>
{"formula": "C3H11NO3", "method": "wB97M-V/def2-TZVPD", "total_charge": -1, "s_squared": 0.76, "homo_lumo_gap_ev": [8.276, 5.937], "multiplicity": 2, "homo_ev": [-4.21, -4.14], "elements": ["O", "O", "O", "N", "C", "C", "C", "H", "H", "H", "H", "H", "H", "H", "H", "H", "H", "H"], "positions_angstrom": [[-0.545, 2.731, -0.664], [1.069, -2.143, 0.922], [-0.708, -1.350, 2.536], [-0.333, 0.362, -1.131], [0.743, -0.585, -1.340], [-0.862, 0.046, 0.211], [0.244, 1.940, -1.292], [1.867, -2.595, 1.212], [-0.030, -1.857, 1.905], [1.024, -0.443, -2.401], [-1.278, -0.957, 0.210], [1.274, 1.981, -0.876], [0.292, 1.885, -2.385], [1.599, -0.385, -0.682], [-1.586, 0.714, 0.669], [0.359, -1.588, -1.191], [-0.423, -1.525, 3.433], [0.013, -0.051, 0.856]]}

***

Least stable = <two>

***

<one>
{"formula": "C3H11NO2", "method": "wB97M-V/def2-TZVPD", "total_charge": 1, "s_squared": 0.76, "homo_lumo_gap_ev": [11.928, 6.753], "multiplicity": 2, "homo_ev": [-15.61, -15.50], "elements": ["O", "O", "N", "C", "C", "C", "H", "H", "H", "H", "H", "H", "H", "H", "H", "H", "H"], "positions_angstrom": [[1.192, 0.228, -2.234], [0.534, 0.661, 2.781], [0.626, -0.187, -0.043], [-0.604, -0.910, -0.278], [0.925, 0.908, -1.070], [-1.879, -0.262, 0.268], [-2.289, -0.855, 1.082], [1.787, 1.466, -0.739], [1.383, -0.876, -0.060], [-0.667, -1.255, -1.320], [2.060, -0.191, -2.318], [-1.678, 0.677, 0.794], [0.447, 0.008, 2.118], [-0.543, -1.905, 0.183], [-2.628, -0.091, -0.500], [-0.007, 1.437, -1.232], [1.342, 1.145, 2.568]]}

***

<two>
{"formula": "C3H11NO2", "method": "wB97M-V/def2-TZVPD", "total_charge": 1, "s_squared": 0.75, "homo_lumo_gap_ev": [6.242, 6.230], "multiplicity": 2, "homo_ev": [-14.57, -14.57], "elements": ["O", "O", "N", "C", "C", "C", "H", "H", "H", "H", "H", "H", "H", "H", "H", "H", "H"], "positions_angstrom": [[0.908, 0.983, 1.551], [2.359, -1.025, 1.680], [-2.248, 0.590, -1.595], [0.010, -0.075, -0.671], [0.528, 1.119, 0.162], [-0.287, -1.250, 0.308], [-2.643, -0.164, -2.138], [-2.928, 1.353, -1.791], [1.275, 1.725, -0.407], [-0.305, 1.884, 0.155], [-0.615, -2.180, -0.122], [0.573, -1.246, 0.945], [1.575, 0.193, 1.730], [-1.088, 0.342, -1.048], [0.606, -0.133, -1.623], [3.311, -1.117, 1.847], [-1.032, -0.999, 1.017]]}

***

Least stable = <two>

***

<one>
{"formula": "C5H8O4", "method": "wB97M-V/def2-TZVPD", "total_charge": 0, "homo_lumo_gap_ev": 9.984, "homo_ev": -9.93, "elements": ["O", "O", "O", "O", "C", "C", "C", "C", "C", "H", "H", "H", "H", "H", "H", "H", "H"], "positions_angstrom": [[2.453, -0.338, -1.024], [1.193, 0.436, 1.124], [1.571, 0.681, -1.588], [-0.631, 0.478, -2.040], [0.274, 0.414, -1.214], [0.094, 0.034, 0.300], [-0.037, -1.493, 0.388], [-2.103, 1.397, 0.474], [-1.099, 0.671, 0.986], [-0.450, -1.811, 1.352], [-2.198, 1.621, -0.583], [0.939, -1.982, 0.301], [-1.115, 0.517, 2.066], [2.000, 0.238, 0.610], [-0.685, -1.890, -0.403], [2.674, -0.766, -1.875], [-2.879, 1.790, 1.125]]}

***

<two>
{"formula": "C5H8O4", "method": "wB97M-V/def2-TZVPD", "total_charge": 0, "homo_lumo_gap_ev": [8.858, 6.946], "homo_ev": [-8.36, -7.45], "elements": ["O", "O", "O", "O", "C", "C", "C", "C", "C", "H", "H", "H", "H", "H", "H", "H", "H"], "positions_angstrom": [[2.091, 1.375, -1.482], [-2.265, -0.530, 2.064], [0.003, -0.521, 0.035], [-1.320, 1.329, -0.123], [-0.162, -1.406, 2.765], [-0.162, 0.710, 0.163], [0.831, -0.124, -2.876], [1.044, 0.580, -1.774], [-0.938, -0.713, 1.951], [-0.553, -1.828, 3.690], [0.863, -1.617, 2.496], [-1.803, 0.768, -0.753], [0.509, 1.359, 0.728], [-2.489, 0.362, 1.761], [2.897, 1.078, -1.940], [0.005, -0.819, -2.938], [1.451, -0.003, -3.767]]}

***

Least stable = <two>

***

<one>
{"formula": "C9H11NO2", "method": "wB97M-V/def2-TZVPD", "total_charge": 0, "homo_lumo_gap_ev": 9.575, "homo_ev": -9.17, "elements": ["O", "O", "N", "C", "C", "C", "C", "C", "C", "C", "C", "C", "H", "H", "H", "H", "H", "H", "H", "H", "H", "H", "H"], "positions_angstrom": [[0.922, 1.016, 1.609], [2.365, -0.572, 1.701], [-0.881, -0.252, 2.514], [0.682, -0.564, -1.718], [-0.556, -1.499, 0.334], [-0.957, 0.928, -0.602], [0.992, 0.422, -2.654], [1.216, -0.260, 1.747], [-0.285, -0.296, -0.640], [-0.069, -1.171, 1.730], [-0.526, 1.933, -1.541], [0.343, 1.690, -2.556], [-0.195, 0.772, 1.735], [0.128, -2.310, -0.134], [-1.620, 1.322, 0.143], [1.125, -1.518, -1.805], [-1.629, -1.751, 0.218], [-1.820, -0.501, 2.299], [0.850, 2.466, -3.174], [-1.003, -0.547, 3.490], [1.636, -0.081, -3.402], [0.141, -2.124, 2.212], [-0.859, 2.896, -1.505]]}

***

<two>
{"formula": "C9H11NO2", "method": "wB97M-V/def2-TZVPD", "total_charge": 0, "homo_lumo_gap_ev": 8.095, "homo_ev": -9.53, "elements": ["O", "O", "N", "C", "C", "C", "C", "C", "C", "C", "C", "C", "H", "H", "H", "H", "H", "H", "H", "H", "H", "H", "H"], "positions_angstrom": [[-5.418, 0.721, 0.218], [4.992, -1.166, 0.281], [-2.020, 1.398, -0.133], [-2.434, 0.309, -0.150], [-5.330, -0.495, 0.316], [2.205, 0.694, 0.027], [1.567, 1.823, -0.266], [3.625, 0.399, -0.241], [4.005, -1.018, -0.758], [-2.957, -1.002, -0.286], [4.463, -0.047, 0.966], [-4.260, -1.347, -0.082], [2.133, 2.665, -0.643], [3.194, -1.750, -0.639], [-4.490, -2.424, -0.103], [-2.259, -1.799, -0.504], [5.224, 0.672, 1.306], [4.143, 1.201, -0.789], [0.499, 1.977, -0.132], [4.452, -1.058, -1.776], [-6.182, -1.083, 0.757], [1.675, -0.145, 0.492], [3.852, -0.384, 1.809]]}

***

Least stable = <two>

***

<one>
{"formula": "C2H11NO2S2", "method": "wB97M-V/def2-TZVPD", "total_charge": 0, "homo_lumo_gap_ev": 8.601, "homo_ev": -8.67, "elements": ["S", "S", "O", "O", "N", "C", "C", "H", "H", "H", "H", "H", "H", "H", "H", "H", "H", "H"], "positions_angstrom": [[-0.040, -1.852, -1.351], [-0.911, -0.369, -2.612], [3.687, 3.179, 0.459], [2.152, 1.139, -1.536], [-1.937, -0.494, 1.869], [-1.936, -1.501, 0.768], [-0.441, -1.694, 0.374], [1.403, 0.603, -1.284], [1.777, 1.826, -2.097], [-2.223, -2.360, 1.362], [-1.702, 0.423, 1.526], [0.158, -2.440, 0.891], [-0.008, -0.719, 0.614], [-1.425, 0.612, -1.882], [-2.863, -0.453, 2.267], [-2.456, -1.227, -0.141], [3.249, 2.811, -0.329], [3.515, 2.515, 1.104]]}

***

<two>
{"formula": "C2H11NO2S2", "method": "wB97M-V/def2-TZVPD", "total_charge": 0, "homo_lumo_gap_ev": 8.628, "homo_ev": -8.19, "elements": ["S", "S", "O", "O", "N", "C", "C", "H", "H", "H", "H", "H", "H", "H", "H", "H", "H", "H"], "positions_angstrom": [[2.579, -0.511, 0.436], [1.371, -1.395, 1.862], [-1.289, 0.968, -3.500], [1.247, -0.347, -5.524], [-1.957, 0.878, 2.661], [0.398, 0.094, 2.403], [-1.115, -0.302, 2.643], [1.231, -1.014, -4.841], [-0.980, 1.864, -3.301], [-1.236, -1.004, 1.819], [-1.670, 1.398, 3.493], [0.686, 0.244, 3.435], [-0.516, 0.624, -3.964], [-2.906, 0.662, 2.960], [0.597, 0.834, 1.624], [1.144, -0.730, -6.387], [3.589, -1.390, 0.610], [-1.174, -0.872, 3.571]]}

***

<three>
{"formula": "C2H11NO2S2", "method": "wB97M-V/def2-TZVPD", "total_charge": 0, "homo_lumo_gap_ev": 3.612, "homo_ev": -8.83, "elements": ["S", "S", "O", "O", "N", "C", "C", "H", "H", "H", "H", "H", "H", "H", "H", "H", "H", "H"], "positions_angstrom": [[1.579, 0.594, 2.471], [-0.281, 1.116, -1.629], [-1.440, 2.198, 1.617], [-3.158, 0.148, -1.754], [2.189, -1.579, 0.083], [0.097, -0.442, -0.779], [1.567, -0.700, -0.919], [-0.187, -0.472, 0.231], [2.053, 0.312, -0.717], [-0.653, -1.333, -0.959], [1.857, -0.856, -1.951], [-1.155, 1.534, 0.992], [-3.963, 0.561, -1.442], [2.197, -1.032, 0.882], [-0.865, 1.938, 2.425], [1.712, -2.432, 0.202], [-2.427, 0.862, -1.734], [0.879, -0.417, 2.980]]}

***

Least stable = <three>